Entry w
This record from the Open Molecules 2025 dataset describes a cluster of 2 separate species, C4H7NO2 in total. The level of theory is wB97M-V/def2-TZVPD.

Each line ends with the Mulliken charge.
Geometry (Å):
C 0.86 0.78 0.97  -0.431
C 0.70 -0.42 0.10  0.234
C 1.94 -0.95 -0.62  -1.254
C -2.77 0.50 -0.87  -0.212
N -3.31 0.38 0.15  0.495
O -3.75 0.53 1.23  -0.616
O 0.10 0.85 -0.21  -0.417
H 0.30 0.88 1.86  0.289
H 1.80 1.33 0.96  0.218
H 2.36 -0.16 -1.19  0.322
H 1.70 -1.64 -1.33  0.377
H 2.56 -1.21 0.25  0.289
H -2.40 0.22 -1.82  0.337
H -0.08 -1.10 0.51  0.369

Computed properties:
Kohn-Sham gap: 10.676 eV
charge: 0
LUMO level: 1.0 eV

***

Entry x
This record from the Open Molecules 2025 dataset describes a cluster of 2 separate species, C4H7NO2 in total. The level of theory is wB97M-V/def2-TZVPD.

Each line ends with the Mulliken charge.
Geometry (Å):
C -0.15 -0.94 1.32  -1.209
C 1.00 -0.08 0.86  0.286
C 1.43 -0.04 -0.53  -0.388
N -1.20 0.42 -1.83  -0.552
C -1.59 1.16 -0.95  0.768
O -1.96 1.86 -0.08  -0.428
O 0.69 1.03 0.03  -0.421
H -0.81 -1.20 0.48  0.282
H -0.75 -0.43 2.08  0.270
H 0.23 -1.87 1.75  0.353
H 1.73 0.17 1.64  0.357
H 0.89 -0.63 -1.27  0.190
H 2.45 0.23 -0.80  0.257
H -1.83 0.18 -2.58  0.235

Computed properties:
Kohn-Sham gap: 11.198 eV
charge: 0
LUMO level: 0.9 eV

***

Entry y
This record from the Open Molecules 2025 dataset describes an isolated molecule of C4H7NO2. The level of theory is wB97M-V/def2-TZVPD.

Each line ends with the Mulliken charge.
Geometry (Å):
C 0.60 0.82 1.22  -1.246
C -0.05 0.80 -0.15  0.265
C 0.58 -0.28 -1.07  -0.545
N 0.02 -1.59 -0.84  -0.459
C -0.81 -2.01 -0.07  0.779
O -1.58 -2.57 0.62  -0.474
O -1.43 0.55 0.04  -0.593
H 0.62 -0.18 1.67  0.285
H 0.04 1.49 1.89  0.350
H 1.63 1.19 1.15  0.359
H 0.10 1.77 -0.64  0.327
H 1.66 -0.33 -0.89  0.315
H 0.44 -0.02 -2.12  0.305
H -1.83 0.37 -0.81  0.333

Computed properties:
Kohn-Sham gap: 10.934 eV
charge: 0
LUMO level: 0.7 eV

***

Entry z
This record from the Open Molecules 2025 dataset describes an isolated molecule of C4H7NO2. The level of theory is wB97M-V/def2-TZVPD.

Each line ends with the Mulliken charge.
Geometry (Å):
C -2.27 -0.19 -0.14  -1.004
C -0.82 0.15 0.06  0.716
N -0.26 1.28 0.08  -0.662
O -0.09 -0.98 0.22  -0.353
C 1.29 -0.75 0.46  -0.299
C 2.11 0.10 -0.55  -0.101
O 3.11 0.62 -0.03  -0.473
H -2.66 -0.68 0.76  0.265
H -2.86 0.71 -0.34  0.361
H -2.39 -0.89 -0.97  0.272
H -0.93 2.03 -0.08  0.221
H 1.44 -0.24 1.43  0.250
H 1.74 -1.75 0.52  0.285
H 2.60 0.60 -1.43  0.523

Computed properties:
Kohn-Sham gap: 9.773 eV
charge: 0
LUMO level: 0.8 eV

***

Stability order, top to bottom: entry y, entry x, entry z, entry w

***

Entry w
This record from the Open Molecules 2025 dataset describes an isolated molecule of C4H7NO2. The level of theory is wB97M-V/def2-TZVPD.

Each line ends with the Mulliken charge.
Geometry (Å):
N 0.71 -0.89 2.04  -0.484
C 0.17 -0.25 0.94  0.881
O -0.36 -1.11 0.02  -0.416
C 0.12 1.09 0.84  -1.086
C 0.09 0.28 -1.89  0.091
C -0.96 -0.45 -1.10  -0.400
O -0.20 1.12 -2.70  -0.491
H 1.17 -1.77 1.86  0.242
H 1.22 -0.27 2.66  0.226
H 0.68 1.70 1.53  0.217
H -0.57 1.62 0.20  0.265
H 1.12 -0.11 -1.74  0.338
H -1.80 0.23 -0.86  0.320
H -1.38 -1.19 -1.80  0.298

Computed properties:
Kohn-Sham gap: 9.401 eV
charge: 0
LUMO level: 0.9 eV

***

Entry x
This record from the Open Molecules 2025 dataset describes an isolated molecule of C4H7NO2. The level of theory is wB97M-V/def2-TZVPD.

Each line ends with the Mulliken charge.
Geometry (Å):
C -2.04 -0.86 0.21  -1.187
C -0.55 -0.65 0.16  0.960
C -0.04 0.80 0.07  -0.820
N 1.38 0.90 0.28  -0.189
C 2.25 0.35 -0.62  0.111
O 3.40 0.06 -0.37  -0.542
O 0.24 -1.57 0.17  -0.517
H -2.49 -0.28 1.02  0.332
H -2.25 -1.92 0.35  0.321
H -2.51 -0.52 -0.73  0.302
H 1.80 0.24 -1.62  0.306
H -0.58 1.44 0.77  0.366
H -0.29 1.18 -0.93  0.304
H 1.69 0.82 1.24  0.253

Computed properties:
Kohn-Sham gap: 10.345 eV
charge: 0
LUMO level: 0.6 eV

***

Entry y
This record from the Open Molecules 2025 dataset describes a cluster of 2 separate species, C4H7NO2 in total. The level of theory is wB97M-V/def2-TZVPD.

Each line ends with the Mulliken charge.
Geometry (Å):
N 1.59 0.72 1.63  -0.400
C 0.66 0.34 0.75  0.564
O -0.46 0.96 0.64  -0.400
C 0.54 -0.93 0.05  -0.163
C -0.93 -0.67 0.57  -0.704
C -1.53 0.34 -2.14  -0.025
O -1.30 -0.60 -2.87  -0.450
H 1.42 1.52 2.21  0.236
H 2.50 0.28 1.65  0.211
H 1.12 -1.75 0.47  0.319
H 0.57 -0.92 -1.04  0.145
H -0.93 -0.91 1.65  0.202
H -0.74 1.06 -1.85  0.222
H -2.53 0.56 -1.73  0.244

Computed properties:
Kohn-Sham gap: 8.193 eV
charge: 0
LUMO level: 0.5 eV

***

Stability order, top to bottom: entry x, entry w, entry y

***

Entry w
This record from the Open Molecules 2025 dataset describes a structure of composition C7H10O. The level of theory is wB97M-V/def2-TZVPD.

Each line ends with the Mulliken charge.
Geometry (Å):
C 0.02 0.53 -0.91  0.797
C -1.34 0.29 -1.03  -0.982
C -0.82 0.87 0.35  -0.685
C -0.32 -0.21 1.18  0.093
C 0.10 -1.50 0.47  -0.854
C 1.00 -0.46 -0.23  -0.285
C 1.11 0.21 1.19  -0.711
H 0.45 1.39 -2.81  0.360
H -1.64 -0.69 -1.19  0.245
H -1.85 1.14 -1.46  0.317
H -1.04 1.93 0.76  0.311
H -0.87 -0.44 2.19  0.319
H 0.65 -2.24 1.13  0.276
H -0.47 -2.08 -0.23  0.309
H 1.87 -1.00 -0.71  0.396
H 1.20 1.21 1.10  0.445
H 1.58 -0.56 1.94  0.222
O 0.37 1.62 -1.75  -0.575

Computed properties:
Kohn-Sham gap: 9.739 eV
charge: 0
LUMO level: 0.8 eV

***

Entry x
This record from the Open Molecules 2025 dataset describes a structure of composition C7H10O. The level of theory is wB97M-V/def2-TZVPD.

Each line ends with the Mulliken charge.
Geometry (Å):
C 1.57 0.72 -0.36  -0.633
C 1.51 -0.76 -0.24  -0.642
C 0.28 -0.68 0.70  -0.038
C -0.91 -0.95 -0.18  -0.348
C -1.98 0.06 0.32  -0.664
C -0.89 0.95 -0.35  -0.219
C 0.35 0.91 0.55  -0.236
H 1.23 1.13 -1.28  0.290
H 2.60 1.05 -0.02  0.251
H 1.26 -1.21 -1.17  0.252
H 2.41 -1.31 0.12  0.309
H 0.42 -1.14 1.76  0.375
H -1.01 -2.01 -0.50  0.456
H -2.09 0.13 1.40  0.281
H -3.00 -0.12 -0.16  0.260
H -1.37 1.90 -0.83  0.321
H 0.34 1.47 1.48  0.449
O -0.71 -0.16 -1.27  -0.464

Computed properties:
Kohn-Sham gap: 10.751 eV
charge: 0
LUMO level: 1.1 eV

***

Entry y
This record from the Open Molecules 2025 dataset describes an isolated molecule of C7H10O. The level of theory is wB97M-V/def2-TZVPD.

Each line ends with the Mulliken charge.
Geometry (Å):
C -0.47 2.05 0.17  -1.320
C -0.06 0.64 -0.21  0.987
C 1.22 0.36 -0.88  -0.791
C 0.98 -0.11 0.51  -0.512
C 0.23 -1.39 0.92  -0.209
C -0.32 -1.80 -0.38  -0.807
C -1.07 -0.50 -0.10  -0.099
H -0.81 2.54 -0.78  0.312
H 0.37 2.63 0.62  0.313
H -1.43 1.90 0.89  0.266
H 1.80 1.29 -1.08  0.270
H 1.27 -0.35 -1.66  0.195
H 1.60 0.38 1.23  0.344
H 0.64 -2.13 1.56  0.584
H 0.37 -1.90 -1.19  0.231
H -1.12 -2.55 -0.35  0.288
H -2.09 -0.24 -0.55  0.435
O -1.13 -0.82 1.29  -0.487

Computed properties:
Kohn-Sham gap: 10.803 eV
charge: 0
LUMO level: 1.1 eV

***

Entry z
This record from the Open Molecules 2025 dataset describes a structure of composition C7H10O. The level of theory is wB97M-V/def2-TZVPD.

Each line ends with the Mulliken charge.
Geometry (Å):
C -0.38 1.26 -0.61  -0.787
C -1.31 0.00 -0.41  -0.141
C -0.41 -1.25 -0.59  -0.798
C 0.96 -1.02 0.17  -0.048
C 0.80 0.00 1.30  -0.671
C 1.00 1.01 0.10  -0.092
C 1.62 -0.04 -0.65  -0.511
H -0.22 1.57 -1.67  0.365
H -0.84 2.13 -0.09  0.368
H -1.98 -0.02 -1.28  0.366
H -0.95 -2.10 -0.15  0.350
H -0.32 -1.50 -1.67  0.409
H 1.48 -1.96 0.35  0.449
H -0.18 0.14 1.78  0.302
H 1.59 -0.01 2.12  0.330
H 1.50 1.96 0.28  0.448
H 2.18 -0.09 -1.52  0.498
O -1.99 0.02 0.75  -0.837

Computed properties:
Kohn-Sham gap: 4.698 eV
charge: 0
LUMO level: -2.1 eV

***

Stability order, top to bottom: entry x, entry y, entry w, entry z

***

Entry w
This record from the Open Molecules 2025 dataset describes the ion CH4ClN2O with charge +1. The level of theory is wB97M-V/def2-TZVPD.

Each line ends with the Mulliken charge.
Geometry (Å):
C -0.31 -0.42 0.06  -0.845
N 1.34 1.24 -0.36  -0.194
N -0.04 0.95 0.07  0.781
O -0.80 1.83 0.30  -0.341
Cl 2.41 -0.06 -0.05  0.080
H -1.39 -0.61 0.14  0.326
H 0.26 -0.96 0.87  0.435
H 0.18 -0.99 -0.73  0.448
H 1.57 2.15 -0.13  0.310

Computed properties:
Kohn-Sham gap (alpha / beta): 9.165 / 9.164 eV
charge: +1
LUMO level (alpha / beta): -7.1 / -7.1 eV

***

Entry x
This record from the Open Molecules 2025 dataset describes a structure of composition CH4ClN2O. The level of theory is wB97M-V/def2-TZVPD.

Each line ends with the Mulliken charge.
Geometry (Å):
C -0.92 -0.04 1.55  -0.495
N 1.71 0.62 -1.96  -0.207
N -0.73 0.01 0.19  0.253
O -0.06 -0.76 -0.42  -0.215
Cl 0.28 0.15 -2.35  0.400
H -0.60 -1.00 1.93  0.363
H -1.98 0.24 1.70  0.267
H -0.24 0.78 1.74  0.291
H 2.54 0.00 -2.39  0.343

Computed properties:
Kohn-Sham gap (alpha / beta): 6.987 / 8.823 eV
charge: +1
LUMO level (alpha / beta): -7.9 / -6.9 eV

***

Stability order, top to bottom: entry w, entry x